Record 1
Computed, not measured: a molecular structure, C30H31AsCrN4O4S3, with ωB97M-V with the def2-TZVPD basis set.

Calculated values
- Charge: -1
- Energy relative to the best compared isomer or geometry (same formula, charge and spin): 70.34 kJ/mol
- Multiplicity: 2

The geometry in XYZ format:
```
74
Properties=species:S:1:pos:R:3:forces:R:3:lowdin_spin:R:1
Cr -0.61940 1.02152 0.70125 -0.3336 0.4239 0.7502 1.0197
C -1.78817 -0.80578 4.29326 -0.0238 0.0812 0.0254 0.0006
O -2.13553 0.41235 4.95662 0.0458 -0.0388 -0.0175 -0.0010
C -1.78603 1.63840 4.49062 0.0127 -0.1172 -0.0705 -0.0026
C -2.26690 2.68692 5.25837 -0.0011 0.1218 0.0344 0.0004
C -1.97604 4.01577 4.96823 -0.0288 -0.0868 0.0523 -0.0024
C -1.19077 4.30729 3.87803 -0.0006 0.0176 -0.0336 0.0006
C -0.73676 3.27527 3.05293 0.0130 -0.0366 -0.0515 -0.0018
C 0.12089 3.60220 1.93116 0.0886 0.1109 0.1852 -0.0020
N 0.30756 2.77972 0.97775 0.1293 0.3296 -0.4156 -0.0058
N 1.29404 3.06656 0.03331 -0.1910 -0.0072 0.1900 0.0040
C 1.68383 1.91866 -0.45365 0.2192 -0.2926 0.0208 0.0007
O 1.24724 0.76973 -0.06251 -0.1428 0.0104 -0.2258 -0.0052
C 2.67406 1.95059 -1.57053 -0.0812 -0.0159 0.0288 -0.0001
C 3.14345 3.15697 -2.08507 0.0652 0.0377 -0.0279 0.0000
C 3.98104 3.16433 -3.19023 -0.0502 -0.0120 -0.0057 0.0000
C 4.35562 1.96806 -3.79205 0.0333 0.0069 0.0407 0.0000
C 3.90360 0.76407 -3.27146 -0.0504 0.0052 0.0321 0.0000
C 3.06586 0.75697 -2.16387 0.0522 -0.0136 -0.0313 0.0001
C -1.02166 1.91820 3.33131 0.2882 0.0359 0.0230 0.0048
O -0.56005 0.93270 2.55716 -0.4047 -0.0140 -0.2936 0.0080
H -2.21140 -0.86181 3.29460 -0.0116 0.0195 -0.0562 0.0003
H -2.21600 -1.58797 4.91749 -0.0021 0.0098 0.0052 0.0001
H -0.70912 -0.93169 4.23007 0.0345 0.0135 -0.0072 0.0000
H -2.88915 2.42860 6.10608 0.0213 -0.0095 0.0008 0.0001
H -2.36613 4.80415 5.59833 -0.0024 -0.0048 0.0008 -0.0002
H -0.93423 5.33160 3.63345 0.0044 -0.0112 -0.0110 0.0001
H 0.68643 4.53387 1.93649 -0.0102 -0.0087 0.0165 -0.0003
H 2.84322 4.08056 -1.60812 -0.0223 -0.0080 -0.0147 0.0000
H 4.33262 4.10606 -3.59340 0.0205 -0.0009 0.0178 0.0000
H 5.00542 1.97615 -4.65853 -0.0123 0.0028 -0.0056 0.0000
H 4.18915 -0.17144 -3.73670 0.0160 0.0039 0.0134 0.0000
H 2.69036 -0.16748 -1.74965 -0.0154 -0.0102 -0.0141 0.0000
S -2.02677 -0.93486 0.58029 0.0826 -0.0729 -0.0100 -0.0009
C -3.32766 0.17397 0.82537 0.0096 -0.0187 -0.1777 -0.0021
S -2.85276 1.84619 0.80394 0.0891 -0.2641 0.0592 -0.0281
C -4.62953 -0.22868 1.04185 -0.2614 -0.0520 0.0926 -0.0020
C -5.68071 0.71854 1.25437 0.1736 -0.1907 -0.0518 -0.0010
N -6.54267 1.46532 1.42256 -0.0158 0.0300 -0.0041 -0.0004
C -4.98522 -1.61433 1.06968 0.0516 0.2542 -0.0235 -0.0004
N -5.29219 -2.72533 1.08963 -0.0016 -0.0311 0.0089 -0.0008
C 1.66914 -2.83003 -3.06038 0.0779 -0.0288 0.0293 -0.0001
As 0.40823 -1.85859 -1.88870 -0.1019 -0.2187 -0.2547 -0.0002
C -0.98635 -3.22694 -2.09769 -0.0140 -0.0461 0.0556 0.0002
C 1.16093 -2.40621 -0.12730 0.0248 -0.0481 -0.0196 -0.0002
C 1.38973 -3.86842 0.06655 -0.0371 0.0657 0.0337 0.0000
C 0.38234 -4.67644 0.59630 -0.0071 -0.0197 0.0095 0.0000
C 0.57937 -6.03762 0.77621 0.0074 0.0197 -0.0203 0.0000
C 1.78828 -6.62364 0.42325 0.0147 0.0295 -0.0082 0.0000
C 2.79968 -5.83176 -0.10382 -0.0370 0.0025 0.0034 0.0000
C 2.60116 -4.46855 -0.27540 0.0177 -0.0181 0.0177 0.0000
H 1.82213 -3.85465 -2.71955 0.0063 -0.0039 -0.0196 0.0000
H 2.63521 -2.32590 -3.12609 -0.0161 0.0163 0.0188 0.0000
H 1.22673 -2.85651 -4.05752 0.0196 0.0263 -0.0112 0.0000
H -0.59066 -4.22884 -1.92503 -0.0020 0.0055 -0.0021 0.0000
H -1.35516 -3.16382 -3.12282 -0.0026 0.0161 0.0026 0.0000
H -1.81421 -3.03546 -1.41716 0.0087 0.0296 0.0001 0.0001
H 0.45708 -2.02290 0.61091 0.0212 0.0339 0.0160 -0.0002
H 2.08343 -1.83449 -0.01819 -0.0003 0.0109 0.0082 0.0000
H -0.56191 -4.22233 0.87735 0.0016 -0.0055 -0.0095 0.0000
H -0.21461 -6.64243 1.19662 -0.0029 0.0046 -0.0043 0.0000
H 1.94358 -7.68565 0.56596 -0.0026 -0.0019 -0.0091 0.0000
H 3.74809 -6.27621 -0.38061 0.0085 0.0041 0.0165 0.0000
H 3.40246 -3.85227 -0.66826 -0.0080 -0.0054 -0.0189 0.0000
C -0.56457 2.13779 -3.74250 0.1466 0.0070 -0.0556 -0.0004
S -1.65240 2.17645 -2.33094 -0.2902 -0.1901 0.2299 0.0029
C -1.32438 3.85288 -1.81981 0.0281 0.1363 0.1182 0.0018
O -0.93634 1.27430 -1.36537 0.3702 -0.0259 -0.0582 0.0135
H -0.95491 2.79947 -4.51590 0.0132 -0.0136 -0.0069 -0.0001
H -0.54937 1.10628 -4.08983 -0.0004 0.0084 -0.0141 0.0000
H 0.43602 2.43424 -3.42323 -0.0076 -0.0035 -0.0354 0.0000
H -1.57318 4.52394 -2.64245 -0.0107 -0.0055 0.0093 0.0001
H -0.27337 3.92643 -1.53255 -0.0067 0.0251 -0.0458 0.0000
H -1.96175 4.05594 -0.96046 -0.0069 -0.0036 -0.0245 0.0001
```
Positions in Å, forces in eV/Å.



Record 2
Computed, not measured: a molecular structure, C29H34N4Ru at a distorted geometry, with ωB97M-V with the def2-TZVPD basis set.

Calculated values
- Charge: +3
- Electronic energy: -1438.38627 Ha
- Multiplicity: 6

The geometry in XYZ format:
```
68
Properties=species:S:1:pos:R:3:forces:R:3:lowdin_spin:R:1
Ru -0.75499 -0.10003 0.28738 0.7098 -0.2339 1.0032 3.8363
C 2.27985 -1.13896 1.26259 0.2733 -0.1437 -0.2113 0.0077
C 2.44359 -1.29019 -0.25702 -0.2300 -0.0023 0.1718 0.0040
C 1.45562 -2.29697 -0.76645 0.1637 -0.0191 -0.0663 0.0127
C 1.83770 -3.44896 -1.43843 -0.0958 0.0197 0.0292 0.0050
C 0.87438 -4.38314 -1.78903 0.0546 0.0002 -0.0133 0.0028
C -0.45177 -4.15754 -1.44052 -0.0763 0.0500 0.0571 0.0066
C -0.76283 -2.98700 -0.78161 0.0756 -0.2161 -0.0429 0.0190
N 0.16884 -2.07232 -0.46709 -0.4662 0.4070 0.2321 0.1189
N 1.31814 -0.08554 1.64201 -0.3814 0.0701 -0.3471 0.1566
C 1.91643 1.24815 1.47799 0.0428 0.1335 -0.0075 0.0073
C 0.87807 2.32591 1.62107 0.0660 0.2674 0.1031 0.0113
C 1.23567 3.64375 1.86785 -0.0503 -0.1010 0.0223 0.0051
C 0.23508 4.59105 2.01820 0.0528 0.0238 0.0017 0.0014
C -1.09474 4.18941 1.96461 -0.0408 -0.1022 0.0002 0.0070
C -1.37173 2.85926 1.71446 -0.0602 0.2520 0.1156 0.0135
N -0.40177 1.95553 1.52459 -0.0626 -0.5197 -0.4351 0.1339
C 0.87877 -0.26989 3.04614 -0.0848 -0.0261 0.1095 0.0092
C -0.36395 -1.10561 3.20725 0.0920 -0.0799 0.1287 0.0153
C -0.55732 -1.88264 4.33765 -0.0066 0.0434 -0.0668 0.0041
C -1.76428 -2.54511 4.51040 -0.0300 -0.0044 -0.0077 0.0080
C -2.75145 -2.42952 3.53910 0.0508 0.0608 -0.0427 0.0051
C -2.48533 -1.65676 2.42827 -0.1337 -0.1119 0.1649 0.0218
N -1.32172 -1.00263 2.27326 0.0100 0.1028 -0.7429 0.1231
H 1.92211 -2.08207 1.67607 0.0283 0.0091 0.0750 0.0002
H 3.25121 -0.92567 1.71981 -0.0612 0.0602 0.0758 0.0054
H 2.27965 -0.33260 -0.76192 0.0987 0.0048 0.0399 0.0001
H 3.45685 -1.60842 -0.49139 0.0100 0.0067 -0.0327 -0.0001
H 2.88179 -3.61437 -1.66711 0.0000 0.0080 -0.0102 0.0007
H 1.15504 -5.28684 -2.31459 0.0055 -0.0005 0.0070 0.0003
H -1.22558 -4.87662 -1.67027 -0.0037 0.0109 0.0041 0.0006
H -1.78575 -2.77305 -0.48639 -0.0052 0.0014 -0.0266 0.0052
H 2.70524 1.40463 2.22237 0.0217 -0.0368 -0.0248 0.0033
H 2.38905 1.32091 0.49678 0.0205 -0.0693 -0.0102 0.0001
H 2.28062 3.91371 1.95359 -0.0117 0.0194 -0.0079 0.0007
H 0.48891 5.62804 2.19582 -0.0092 -0.0034 0.0203 0.0001
H -1.90071 4.89286 2.12064 -0.0061 -0.0147 0.0020 0.0009
H -2.39467 2.50248 1.69075 0.0169 -0.0236 -0.0558 0.0019
H 1.69037 -0.70833 3.63154 0.0306 0.0314 -0.0210 0.0034
H 0.66454 0.70765 3.47976 0.0339 -0.0016 0.0071 0.0003
H 0.22730 -1.96029 5.07874 -0.0058 0.0063 0.0022 0.0008
H -1.93558 -3.14688 5.39345 0.0162 -0.0034 0.0008 0.0004
H -3.70516 -2.92761 3.63965 -0.0017 -0.0024 -0.0082 0.0005
H -3.22510 -1.54447 1.64319 0.0098 0.0180 -0.0056 0.0038
C 2.40914 0.74364 -3.44969 -0.0736 -0.0279 -0.0462 0.0005
C 1.44010 1.71267 -2.78115 0.0678 0.2614 -0.1125 0.0076
C 1.10862 2.89132 -3.72780 0.0673 -0.1558 0.0800 0.0077
C 0.13542 1.09886 -2.35231 -0.0617 -0.1009 0.1681 0.0813
C -0.36054 -0.09183 -2.90921 0.0245 0.0690 0.0000 0.1018
C -1.62958 -0.56592 -2.60164 -0.0536 0.0452 0.0926 0.0853
C -2.48658 0.12814 -1.73063 0.0470 0.1243 -0.1140 0.0653
C -3.91405 -0.28279 -1.54909 -0.1011 0.0830 0.0459 0.0128
C -1.99488 1.32098 -1.14601 -0.0810 0.0042 -0.3177 0.0147
C -0.69710 1.78105 -1.44626 0.0122 0.0459 -0.3015 0.0377
H 3.38225 1.21856 -3.55701 0.0217 -0.0148 0.0059 0.0000
H 2.07701 0.47971 -4.45566 -0.0101 -0.0221 0.0218 0.0000
H 2.53908 -0.17914 -2.87841 0.0532 0.0207 -0.0688 0.0001
H 1.92394 2.14426 -1.89556 -0.0744 -0.0431 0.0557 0.0019
H 0.58308 2.52713 -4.61192 0.0172 0.0242 -0.0145 0.0002
H 2.03393 3.36625 -4.04941 -0.0116 0.0207 -0.0193 0.0012
H 0.48739 3.64321 -3.24139 0.0020 0.0176 -0.0079 0.0002
H 0.24630 -0.63932 -3.61987 -0.0042 -0.0045 0.0184 0.0027
H -1.98813 -1.47199 -3.07570 0.0059 -0.0006 0.0063 0.0020
H -4.27517 -0.11440 -0.53310 0.0227 -0.0341 0.0118 0.0025
H -4.08881 -1.31697 -1.83761 0.0112 -0.0189 0.0261 -0.0002
H -4.53426 0.34806 -2.19366 -0.0032 -0.0595 -0.0217 0.0049
H -2.68594 1.97151 -0.62077 0.0731 -0.0877 0.1860 0.0046
H -0.37161 2.74369 -1.06927 -0.0115 -0.0370 0.1190 0.0007
```
Positions in Å, forces in eV/Å.



Record 3
Computed, not measured: 2 unconnected molecules or ions with the total composition C3H11N2 at a distorted geometry, with ωB97M-V with the def2-TZVPD basis set.

Calculated values
- Charge: +1
- Energy relative to the best compared isomer or geometry (same formula, charge and spin): 541.97 kJ/mol
- Multiplicity: 1

The geometry in XYZ format:
```
16
Properties=species:S:1:pos:R:3:forces:R:3:mulliken_charge:R:1
C -2.63499 0.42552 -0.11494 0.5945 1.1518 0.4051 -0.7700
C 0.57616 -0.43685 0.82496 3.1696 -0.7689 -0.3164 -0.3905
C 1.45151 0.30112 -0.15994 -0.4138 1.2911 -1.0519 -0.3360
N 2.76850 -0.18129 0.08889 -0.4965 -1.4914 1.4531 -0.4330
N -1.35541 0.05025 -0.71959 -1.0523 0.5369 -0.6386 -0.3637
H -3.42683 0.34304 -0.85432 0.0118 -0.3016 -0.0327 0.3631
H -2.90219 -0.08849 0.80758 -0.0912 -0.2972 -0.1802 0.2860
H 0.57540 -1.52292 0.73062 -0.6271 0.0134 0.0792 0.4358
H 0.71470 -0.03193 1.82436 -1.2536 0.0394 0.2390 0.3687
H 1.11950 0.25902 -1.19864 -0.1775 -0.3781 0.0433 0.3530
H 1.37109 1.35432 0.13691 0.1507 0.0593 -0.2563 0.2783
H 2.80805 -1.16261 0.31518 0.2780 -0.0581 -0.3909 0.1878
H 3.60883 0.12509 -0.36532 -0.1547 0.7664 -0.0868 0.2355
H -0.62907 -0.26500 0.00011 -0.2227 0.0878 -0.0068 0.1717
H -1.53939 -0.65335 -1.43470 0.6602 -0.6547 0.5026 0.3061
H -2.50586 1.48409 0.11884 -0.3752 0.0039 0.2383 0.3072
```
Positions in Å, forces in eV/Å.